(1)
Formula: C8H12N2
Source: OMol25
Level of theory: the ωB97M-V functional and the def2-TZVPD basis

Geometry as XYZ:
```
22
Properties=species:S:1:pos:R:3:forces:R:3:lowdin_charge:R:1
C -1.5511 -0.4832 0.2149 0.1 0.1 0.1 -0.130
C 2.9774 -0.2313 0.7955 0.3 0.6 -0.1 -0.106
H -2.5447 -0.6296 -0.2116 0.0 -0.1 0.0 0.111
C 2.6883 -1.4512 0.6098 -0.5 -0.4 0.3 -0.224
C 3.4121 1.0030 0.7463 -0.1 -0.1 0.1 0.023
H 0.7082 -1.3636 -1.9559 0.1 -0.1 0.0 0.072
C -0.4124 1.6313 0.5485 -0.2 0.2 0.4 -0.218
H 0.4680 1.7351 1.1893 -0.1 0.1 0.0 0.089
H -2.4461 1.2197 1.2449 0.0 0.0 0.1 0.099
H 3.0875 1.7405 1.4667 0.0 0.1 0.1 0.052
H -1.2430 -1.4224 0.6786 -0.1 -0.1 0.0 0.108
C -1.4867 0.7076 1.1801 0.1 0.1 0.0 -0.155
C -0.5691 -0.0831 -0.8644 -0.2 -0.1 0.2 -0.386
H -0.7878 2.6359 0.3387 0.0 0.0 0.1 0.105
N 0.0054 1.0254 -0.6871 0.4 0.1 -0.6 0.077
H 1.7417 -3.0993 1.0119 0.0 0.3 0.2 0.065
N 2.4053 -2.6258 0.4059 0.2 -0.5 -0.5 0.130
H -1.0119 -1.7610 -2.1109 0.0 -0.1 -0.1 0.073
H 4.1046 1.3312 -0.0180 0.1 0.0 -0.1 0.064
H -1.1954 0.4012 2.1828 -0.1 0.0 0.0 0.098
C -0.2938 -0.9491 -2.0435 0.0 0.1 -0.1 -0.030
H -0.3271 -0.3534 -2.9540 0.0 0.0 0.0 0.081
```
Positions in Å, forces in eV/Å.

Summary:
Spin multiplicity: 1
ΔE to the lowest compared entry with this formula, charge and spin in kcal per mole: 79.3
Frontier orbital gap in eV: 8.8
SMILES: CC1=NCCC1.C=C=C=N
Calculated total energy in eV: -11467.79771

---

(2)
Formula: C6H4O3S
Source: OMol25
Level of theory: the ωB97M-V functional and the def2-TZVPD basis

Geometry as XYZ:
```
14
Properties=species:S:1:pos:R:3:forces:R:3:lowdin_charge:R:1
S -3.7705 0.4421 3.2429 -0.4 -1.2 3.5 0.827
H -0.0175 2.5970 0.1513 -0.7 -1.4 0.4 0.154
C -0.7460 -1.0309 0.5784 -1.1 -1.2 0.7 0.029
C -1.0865 0.9274 1.1327 0.9 0.0 -1.0 0.208
O -4.9920 -0.1306 2.7375 0.1 0.5 -0.4 -0.428
H 1.3751 1.0601 -1.1903 -1.3 -1.1 1.2 0.141
O -3.3877 -0.1216 4.5666 -0.4 1.6 -2.3 -0.453
C 0.6168 0.6010 -0.4620 0.5 2.2 -0.9 -0.071
C -0.1893 1.4897 0.3067 1.3 1.6 -0.7 -0.054
C -1.7027 -0.2262 1.4191 0.7 -0.3 0.1 -0.409
H -0.7516 -2.1258 0.8135 -0.6 1.2 0.4 0.162
O -2.4756 -0.6966 2.2462 -0.1 -1.5 -0.5 -0.108
H 0.5760 -1.6223 -0.7475 0.8 0.5 -0.7 0.120
C 0.2118 -0.6988 -0.3250 0.1 -0.9 0.2 -0.118
```
Positions in Å, forces in eV/Å.

Summary:
Spin multiplicity: 1
ΔE to the lowest compared entry with this formula, charge and spin in kcal per mole: 85.6
Frontier orbital gap (spin up / spin down) in eV: 7.2 / 7.2
Calculated total energy in eV: -23259.13390

---

(3)
Formula: C28H63N2O7S
Source: OMol25
Level of theory: the ωB97M-V functional and the def2-TZVPD basis

Geometry as XYZ:
```
101
Properties=species:S:1:pos:R:3:forces:R:3:lowdin_charge:R:1
H -0.0723 2.5384 -3.8398 0.0 0.1 0.0 0.085
C -1.7284 0.8277 -1.6388 0.0 -0.1 0.0 -0.293
H 5.6968 5.3245 -0.3550 0.0 -0.1 0.0 0.080
H -2.7444 1.4652 0.1689 0.0 -0.1 -0.1 0.081
C -0.1432 3.0237 -2.8654 0.0 -0.2 0.1 -0.069
C -7.9438 0.4347 3.3944 0.1 -0.2 -0.1 -0.075
H -1.4919 -4.1676 -2.1670 0.1 0.3 0.3 0.101
H -2.1483 3.7527 -3.0687 -0.1 -0.1 0.0 0.121
H -0.9479 -10.3175 2.5358 0.0 0.0 0.0 0.081
C 5.1753 4.5653 -2.3078 0.2 0.0 0.1 -0.282
C -1.8208 -6.0468 -1.0735 0.1 0.3 0.5 -0.200
C 5.9371 5.5189 -1.4013 -0.1 0.2 0.0 -0.078
H -7.1464 -0.9083 0.5000 0.0 -0.1 0.0 0.076
H 6.4909 9.3392 1.6000 0.0 0.0 0.0 0.078
H -7.3941 0.5613 4.3277 0.0 0.1 0.0 0.085
H -0.4977 -9.7985 0.1896 0.1 0.0 -0.1 0.112
H 0.4603 -6.0795 1.4872 0.5 0.0 0.1 0.123
H 2.7101 -11.3215 1.5454 0.1 0.0 0.0 0.070
H 0.5684 -1.3445 1.7194 0.1 0.1 0.2 0.103
C 2.1649 10.5249 1.2026 0.2 0.1 0.0 -0.079
H 4.9078 9.0950 2.3315 0.0 0.0 0.0 0.068
C 2.6161 -9.1989 1.0870 0.2 0.0 0.0 -0.280
C -5.5235 -0.3028 1.8199 0.0 -0.1 0.0 -0.302
H 3.3446 -10.8890 -0.0391 0.1 0.0 0.0 0.085
C 3.0993 5.7569 -2.2422 -0.1 0.2 0.0 -0.279
C 4.8564 9.6733 0.2356 0.1 0.0 0.1 -0.280
O -2.4182 -2.8330 0.0506 -0.5 -0.3 -1.9 -0.418
H -0.0383 -3.8352 2.4441 0.0 -0.3 0.1 0.126
H -5.8328 -0.0606 -0.3076 0.1 0.0 0.0 0.090
H -3.9612 -2.8987 -1.7331 0.6 0.1 -0.2 0.047
O -5.9024 1.0104 2.1442 0.1 0.1 0.0 -0.149
H -1.8578 -5.1794 0.9683 -0.1 0.2 0.0 0.083
C 0.1903 -5.7059 0.5090 -1.1 0.6 -0.4 -0.107
H 5.5306 3.5479 -2.1402 -0.1 0.0 0.0 0.116
H 0.6829 -6.2839 -0.2654 0.4 0.0 0.1 0.126
H 0.4751 2.4548 -2.1685 0.1 0.1 0.0 0.070
H -2.5668 -6.8309 -1.1397 -0.3 0.1 0.0 0.118
O 3.7836 4.5300 -2.0524 -0.1 -0.2 0.0 -0.166
H 2.4910 -8.8933 2.1317 0.0 0.0 0.0 0.109
H 1.1988 -4.0095 -1.5708 0.1 -0.1 -0.1 0.123
H 5.5478 7.8830 1.2245 0.1 0.0 0.0 0.073
C -0.0669 -9.7252 2.2885 0.2 0.0 0.0 -0.075
H -1.6576 3.5260 -1.4022 0.0 0.0 0.0 0.110
H 4.7392 10.7417 0.4472 0.0 0.0 0.0 0.109
H 4.1671 6.5823 -3.9465 0.0 0.1 0.0 0.068
S -3.4190 -3.7594 -0.8386 0.0 -0.4 1.0 1.169
C 2.5788 9.1278 0.7717 -0.1 0.0 0.1 -0.285
H 1.7341 8.6373 0.2861 0.1 0.0 -0.1 0.116
H 2.5039 7.1379 -3.7860 0.0 0.0 0.0 0.078
H -5.8049 -0.9980 2.6209 0.0 0.0 0.0 0.109
N -2.9132 -2.5463 1.4502 -0.8 -0.1 1.8 0.069
C -7.2972 1.2422 2.2820 -0.2 0.0 0.1 -0.267
H 0.7206 -9.9945 2.9929 0.0 0.0 0.0 0.072
H -8.9733 0.7580 3.5442 0.0 0.0 0.0 0.081
H 0.2802 4.0250 -2.9385 0.0 0.0 0.0 0.069
H 1.3803 -1.4530 -0.8256 0.1 0.2 0.0 0.100
C -6.0641 -0.7815 0.4784 -0.1 0.1 0.0 -0.067
C -1.5889 3.0932 -2.4060 0.1 0.2 -0.1 -0.269
C -2.3001 -4.7827 -1.7824 0.2 -0.1 -0.9 -0.340
H 7.0114 5.4002 -1.5458 0.0 0.0 0.0 0.078
H 2.0583 5.5611 -1.9794 0.0 -0.1 0.1 0.104
C 0.3529 -9.9795 0.8497 -0.1 0.0 0.1 -0.281
H -0.9811 -6.3979 -1.6686 0.1 -0.1 -0.2 0.125
O 1.3791 -9.1161 0.3935 -0.1 0.3 -0.1 -0.183
H 4.2766 -10.5268 1.4260 0.0 0.0 0.0 0.081
H 5.3676 4.7956 -3.3617 0.0 0.0 0.0 0.108
H -1.4563 0.2635 0.4157 0.0 0.0 0.0 0.057
H -1.5373 -6.8740 0.8521 -0.1 -0.1 0.1 0.110
H 2.8481 5.4968 -4.3717 -0.1 0.0 0.0 0.079
H 1.9599 11.1484 0.3315 -0.1 0.0 0.0 0.083
H -7.9630 -0.6325 3.1637 -0.1 0.0 0.0 0.066
H -7.8100 1.0730 1.3289 0.0 0.0 0.0 0.110
O 3.6253 9.1113 -0.1811 0.0 -0.1 -0.2 -0.175
H 5.6872 6.5610 -1.6095 0.0 0.0 0.0 0.064
H -7.3940 2.3039 2.5037 0.1 0.0 0.0 0.123
H -5.6258 -1.7498 0.2154 0.0 0.0 0.0 0.037
H -1.0563 1.9518 0.0850 0.0 -0.1 0.1 0.074
C 3.1579 6.2735 -3.6700 0.2 0.0 0.0 -0.075
C 0.9665 -3.5585 -0.6246 -0.1 -0.3 -0.6 -0.104
H -0.2972 -8.6680 2.4412 -0.1 0.0 0.0 0.065
C 3.2747 -10.5639 0.9995 -0.2 -0.1 0.0 -0.074
H 2.8413 8.5148 1.6415 0.0 0.0 0.0 0.108
C -1.7516 1.1470 -0.1553 0.1 0.1 0.1 -0.069
H 3.2635 -8.4571 0.6186 -0.1 0.0 -0.1 0.118
C -1.3275 -5.9182 0.3759 0.3 -0.9 -0.2 -0.166
H 5.5197 9.5961 -0.6264 -0.1 0.0 -0.1 0.116
H 1.2696 10.4793 1.8231 0.0 0.0 0.0 0.077
C 0.6274 -2.2280 1.1135 -0.1 1.5 0.6 -0.109
O -2.2634 1.8443 -2.4552 -0.2 -0.1 -0.1 -0.158
H -4.4308 -0.2897 1.7852 0.0 0.1 0.0 0.098
C 5.4871 8.9554 1.4172 -0.2 0.0 0.1 -0.075
C 0.3040 -3.4830 1.4920 -0.2 0.1 0.2 -0.127
C 1.0434 -2.2656 -0.2137 0.3 0.6 -0.9 -0.092
H 3.4640 6.5134 -1.5391 0.0 0.0 -0.1 0.099
H 2.9465 11.0166 1.7839 0.0 0.0 0.0 0.067
N 0.4967 -4.2814 0.4143 0.0 -2.0 0.9 -0.118
H 0.6406 -11.0260 0.7094 0.0 0.0 0.0 0.111
H -2.3493 -0.0548 -1.8246 0.0 0.0 -0.1 0.102
H -0.7136 0.5679 -1.9626 0.0 0.0 0.1 0.106
H -2.8773 -5.0798 -2.6606 -0.3 0.1 0.0 0.110
O -3.8019 -3.1775 1.7916 0.8 0.5 -0.5 0.112
```
Positions in Å, forces in eV/Å.

Summary:
Spin multiplicity: 1
Net charge: +1
Frontier orbital gap in eV: 5.9
Calculated total energy in eV: -58192.23799

---

(4)
Formula: C5H14N4
Source: OMol25
Level of theory: the ωB97M-V functional and the def2-TZVPD basis

Geometry as XYZ:
```
23
Properties=species:S:1:pos:R:3:forces:R:3:lowdin_charge:R:1
C -1.0335 -0.1807 1.2630 0.0 0.1 -0.1 -0.101
C 1.7158 -1.3510 -1.0541 0.8 -0.7 1.1 -0.507
C -1.8368 0.3578 -1.0601 0.1 0.0 0.1 -0.093
N 2.6095 -0.4302 -0.9687 0.0 0.2 0.7 0.011
H -1.7734 1.0513 -1.9013 0.0 0.0 0.0 0.074
H 2.7742 -1.5369 2.2694 0.0 0.0 -0.4 0.123
H -2.4579 2.2055 0.9193 0.0 0.0 0.0 0.078
C -0.9790 0.8306 0.1162 -0.1 0.0 0.1 -0.498
H 3.1304 -0.2041 -1.8052 -0.1 0.0 0.2 0.074
N 2.6062 -1.3957 1.2620 -0.6 0.2 -0.8 -0.012
H 0.0607 0.8952 -0.2209 0.0 0.0 0.0 0.107
H -2.8876 0.2846 -0.7680 0.0 0.0 0.0 0.078
N 0.9029 -2.0438 -1.6939 -0.5 0.1 0.0 0.090
H 0.6218 -1.6309 -2.5802 0.2 0.0 0.0 0.053
H -0.8058 2.5669 1.4232 0.0 0.0 0.0 0.071
H -1.3348 2.9540 -0.2188 0.0 0.0 0.0 0.073
H 3.0169 -0.5702 0.4598 -0.3 -0.6 -0.3 0.126
H -0.6972 -1.1647 0.9328 0.0 0.0 0.0 0.050
H -2.0568 -0.2809 1.6364 0.0 0.0 0.0 0.079
H -0.4052 0.1343 2.0987 0.0 0.0 0.0 0.068
N 1.7662 -2.0824 0.7023 0.6 1.0 -0.5 0.095
H -1.5212 -0.6293 -1.3985 0.0 0.0 0.0 0.056
C -1.4154 2.2204 0.5866 0.0 -0.1 -0.1 -0.095
```
Positions in Å, forces in eV/Å.

Summary:
Spin multiplicity: 1
ΔE to the lowest compared entry with this formula, charge and spin in kcal per mole: 71.6
Frontier orbital gap in eV: 9.1
Calculated total energy in eV: -11369.30823